1.
# C28H30BrF2INO8P

A cluster of 2 separate species, C28H30BrF2INO8P in total (ωB97M-V/def2-TZVPD, OMol25).

Geometry as XYZ:
```
72
C28H30BrF2INO8P (ωB97M-V/def2-TZVPD)
C -1.738 0.719 -3.651
C -0.751 -0.309 -4.395
C 0.812 -0.128 -3.958
C -1.199 -1.851 -4.325
C -1.934 -2.289 -2.968
C -1.160 -1.919 -1.628
C -1.976 -1.159 -0.519
C -1.306 -0.804 0.833
C 0.190 -1.165 1.186
C 0.998 -1.870 0.076
C 2.524 -2.294 0.268
C 3.574 -1.075 0.142
C 4.990 -1.581 0.735
I 5.803 -3.328 -0.291
C 0.314 -2.229 -1.297
F 1.069 -2.892 -2.329
C 0.782 -0.800 2.643
O 1.603 -1.618 3.121
C 0.218 0.505 3.336
C -1.273 0.870 2.962
C -1.957 2.116 3.553
C -1.162 3.000 4.574
Br -2.185 4.586 5.242
C 0.316 2.682 5.023
P 1.171 3.791 6.289
O 2.369 2.905 7.193
O 0.063 4.270 7.545
C 0.971 1.415 4.335
C 2.510 1.066 4.701
C 3.491 2.316 4.320
C 4.677 1.896 3.340
N 5.145 2.920 2.372
O 5.252 0.765 3.337
C -2.147 -0.036 1.948
O -3.395 -0.140 2.047
H -1.950 1.580 -4.387
H -2.767 0.281 -3.389
H -1.205 1.158 -2.743
H -0.771 -0.022 -5.516
H 1.187 0.782 -4.539
H 0.894 0.083 -2.838
H 1.384 -1.090 -4.240
H -0.326 -2.563 -4.583
H -1.963 -2.005 -5.182
H -2.000 -3.446 -2.996
H -3.017 -1.921 -2.991
H -3.081 -0.904 -0.719
H 2.627 -2.898 1.236
H 2.787 -3.025 -0.590
H 3.168 -0.154 0.696
H 3.687 -0.871 -0.987
H 4.815 -1.872 1.829
H 5.718 -0.699 0.652
H -3.027 2.365 3.232
H 1.955 2.667 8.064
H -0.281 3.423 7.939
H 2.917 0.179 4.114
H 2.621 0.795 5.817
H 2.823 3.092 3.817
H 3.964 2.807 5.234
H 4.368 3.231 1.771
H 5.939 2.564 1.826
O -4.628 1.262 -5.488
C -5.100 0.168 -5.581
O -6.228 -0.122 -6.290
C -6.375 -1.535 -6.261
C -5.608 -1.912 -5.033
F -5.042 -3.135 -5.169
O -4.581 -0.944 -4.984
H -5.948 -1.963 -7.173
H -7.426 -1.819 -6.199
H -6.192 -1.875 -4.109
```

Relative energy (zero: lowest compared OMol25 entry of this formula, charge and spin) = 0.0 kJ/mol
HOMO = -8.9 eV
LUMO = -1.636 eV
Total charge = 0
SMILES string = CC(C)CCc1cc2c(c(CCCI)c1F)C(=O)c1c(cc(Br)c(P(O)O)c1CCC(N)=O)C2=O.O=C1OC[C@@H](F)O1
Spin multiplicity = 1
Frontier orbital gap = 0.2684 Eh
Energy = -5154.1014 Ha

***

2.
# C5H12N2O2

A structure of composition C5H12N2O2 (ωB97M-V/def2-TZVPD, OMol25).

Geometry as XYZ:
```
21
C5H12N2O2 (ωB97M-V/def2-TZVPD)
C -0.818 0.632 0.504
C 2.173 1.112 0.528
C -2.007 -0.252 0.768
C -1.034 1.530 -0.684
N 1.044 0.200 0.524
C 1.254 -1.028 0.049
N -0.148 -2.546 -1.187
O -0.019 -1.686 -0.035
O 2.227 -1.544 -0.493
H -0.584 1.192 1.405
H 0.618 -2.237 -1.796
H 0.156 -3.448 -0.821
H 1.888 2.119 0.211
H 2.988 0.803 -0.136
H 2.577 1.183 1.544
H -1.791 -0.967 1.564
H -2.843 0.377 1.102
H -2.370 -0.769 -0.121
H -1.971 2.088 -0.555
H -0.272 2.305 -0.766
H -1.068 0.937 -1.604
```

Relative energy (zero: lowest compared OMol25 entry of this formula, charge and spin) = 422.0 kJ/mol
HOMO = -9.3 eV
LUMO = 0.863 eV
Total charge = 0
Spin multiplicity = 1
Frontier orbital gap = 0.3725 Eh
Energy = -457.5882 Ha

***

3.
# C27H26F6N4NiOSSb

A structure of composition C27H26F6N4NiOSSb (ωB97M-V/def2-TZVPD, OMol25).

Geometry as XYZ:
```
67
C27H26F6N4NiOSSb (ωB97M-V/def2-TZVPD)
Ni -0.406 0.231 0.501
O 1.508 -0.721 1.032
N 1.432 -1.303 2.203
C 2.285 -2.318 2.457
C 2.301 -2.966 3.662
C 1.396 -2.567 4.646
C 0.516 -1.552 4.367
C 0.507 -0.900 3.124
S -0.591 0.365 2.733
H 2.920 -2.560 1.620
H 2.995 -3.779 3.816
H 1.372 -3.061 5.609
H -0.217 -1.227 5.092
C -3.976 -1.385 1.778
C -4.861 -0.352 1.151
C -6.068 0.020 1.734
C -6.892 0.982 1.169
C -6.530 1.587 -0.023
C -5.339 1.221 -0.632
C -4.502 0.280 -0.044
N -3.282 -0.060 -0.692
C -2.221 0.749 -0.823
N -2.365 2.070 -0.496
C -1.198 2.795 -0.171
C -0.158 2.058 0.393
C 1.010 2.730 0.720
C 1.117 4.102 0.507
C 0.061 4.810 -0.046
C -1.117 4.163 -0.407
C -2.256 4.895 -1.062
N -1.081 0.247 -1.347
C -0.515 0.969 -2.413
C -1.331 1.689 -3.294
C -0.803 2.364 -4.382
C 0.560 2.316 -4.627
C 1.364 1.564 -3.785
C 0.860 0.878 -2.684
C 1.768 0.053 -1.826
H -4.424 -1.756 2.700
H -2.991 -0.974 2.009
H -3.814 -2.235 1.116
H -6.359 -0.455 2.664
H -7.820 1.253 1.657
H -7.173 2.326 -0.485
H -5.057 1.642 -1.591
H -3.104 -1.032 -0.943
H -3.245 2.535 -0.629
H 1.831 2.179 1.162
H 2.028 4.621 0.778
H 0.151 5.877 -0.217
H -2.007 5.945 -1.210
H -3.170 4.857 -0.459
H -2.483 4.462 -2.040
H -2.402 1.702 -3.133
H -1.463 2.914 -5.042
H 0.990 2.839 -5.472
H 2.429 1.493 -3.982
H 2.736 -0.071 -2.314
H 1.342 -0.932 -1.629
H 1.933 0.519 -0.854
F -1.009 -1.848 0.601
Sb -1.114 -3.549 -0.284
F -2.699 -2.878 -1.127
F -0.071 -2.911 -1.712
F -1.320 -5.207 -1.150
F 0.437 -4.118 0.629
F -2.187 -4.152 1.152
```

Relative energy (zero: lowest compared OMol25 entry of this formula, charge and spin) = 143.1 kJ/mol
HOMO (spin up / spin down) = -4.9 / -4.9 eV
LUMO (spin up / spin down) = 2.513 / 2.513 eV
Total charge = -1
Spin multiplicity = 1
Frontier orbital gap (spin up / spin down) = 0.2724 / 0.2724 Eh
Energy = -4084.9272 Ha

***

4.
# C6H24MgN12O6

A structure of composition C6H24MgN12O6 (ωB97M-V/def2-TZVPD, OMol25).

Geometry as XYZ:
```
49
C6H24MgN12O6 (ωB97M-V/def2-TZVPD)
Mg 0.316 0.046 0.430
C 1.510 2.202 -1.588
O 1.005 1.408 -0.773
N 0.857 2.779 -2.614
N 2.782 2.313 -1.676
H -0.150 2.717 -2.664
H 1.288 3.554 -3.097
H 3.047 2.922 -2.437
H 3.264 2.191 -0.797
C 2.453 -1.987 0.221
O 2.037 -0.909 0.438
N 1.896 -2.973 0.727
N 3.413 -2.320 -0.565
H 1.357 -2.913 1.579
H 2.268 -3.825 0.332
H 3.723 -3.280 -0.512
H 3.988 -1.612 -0.998
C -1.420 -2.104 1.262
O -0.499 -1.391 1.307
N -2.660 -1.844 1.689
N -1.349 -3.309 0.688
H -2.788 -0.890 1.997
H -3.395 -2.531 1.602
H -2.143 -3.922 0.809
H -0.586 -3.650 0.121
C 0.724 1.343 3.015
O 0.992 1.117 1.866
N 1.265 0.800 4.067
N -0.046 2.253 3.442
H 1.928 0.076 3.828
H 1.137 1.046 5.038
H -0.174 2.259 4.444
H -0.357 2.959 2.790
C -2.478 1.409 0.075
O -1.418 0.997 0.436
N -3.514 0.611 -0.207
N -2.921 2.706 0.107
H -3.261 -0.338 -0.443
H -4.417 1.063 -0.252
H -2.210 3.339 0.445
H -3.882 2.918 -0.120
C -0.271 -0.726 -2.518
O -0.199 -0.696 -1.306
N -1.108 -0.040 -3.184
N 0.657 -1.295 -3.197
H -0.961 0.061 -4.179
H -1.590 0.683 -2.669
H 1.268 -1.965 -2.751
H 0.624 -1.253 -4.205
```

Relative energy (zero: lowest compared OMol25 entry of this formula, charge and spin) = 413.6 kJ/mol
HOMO = -15.4 eV
LUMO = -4.539 eV
Total charge = +2
Spin multiplicity = 1
Frontier orbital gap = 0.3974 Eh
Energy = -1551.4768 Ha

***

5.
# C28H22BF2IMnN4O5

A structure of composition C28H22BF2IMnN4O5 (ωB97M-V/def2-TZVPD, OMol25).

Geometry as XYZ:
```
64
C28H22BF2IMnN4O5 (ωB97M-V/def2-TZVPD)
Mn 0.506 -0.076 0.206
O -2.882 -0.744 -2.183
C -2.355 -1.213 -3.334
C -3.245 -1.601 -4.333
C -2.771 -2.028 -5.562
C -1.405 -2.064 -5.820
C -0.520 -1.686 -4.823
C -0.981 -1.280 -3.579
C -0.052 -0.872 -2.505
O -0.147 -1.521 -1.317
N 0.687 0.149 -2.666
N 1.281 0.560 -1.474
C 2.187 1.455 -1.614
C 2.813 2.158 -0.523
C 3.941 2.937 -0.819
C 4.586 3.697 0.130
C 4.072 3.698 1.436
C 2.958 2.968 1.758
C 2.272 2.158 0.803
O 1.223 1.520 1.172
H -2.197 -0.393 -1.576
H -4.305 -1.550 -4.121
H -3.476 -2.331 -6.327
H -1.035 -2.401 -6.779
H 0.551 -1.734 -4.974
H 2.478 1.717 -2.632
H 4.308 2.926 -1.841
H 5.464 4.277 -0.125
H 4.562 4.286 2.206
H 2.561 2.966 2.766
C -3.788 1.893 -0.861
C -3.432 1.442 0.524
N -4.313 1.642 1.493
C -3.994 1.280 2.740
C -2.779 0.714 3.078
C -2.457 0.400 4.511
O -1.709 1.438 5.159
C -1.850 0.472 2.064
C -0.513 -0.114 2.355
N -0.153 -1.260 1.890
C 1.217 -1.642 2.120
C 1.676 -2.360 3.206
C 3.040 -2.650 3.252
C 3.873 -2.222 2.228
C 3.363 -1.498 1.145
C 2.010 -1.193 1.056
I 2.058 -3.489 -2.468
C -2.157 0.837 0.741
O -1.333 0.670 -0.258
H -4.614 2.602 -0.810
H -4.085 1.046 -1.485
H -2.922 2.346 -1.345
H -4.743 1.462 3.506
H -1.912 -0.548 4.579
H -3.377 0.303 5.089
H -0.989 1.683 4.567
H 0.143 0.433 3.040
H 0.999 -2.691 3.989
H 3.448 -3.213 4.085
H 4.933 -2.457 2.269
H 4.048 -1.186 0.360
F -0.955 -3.647 -2.022
B 0.024 -3.009 -1.302
F 0.162 -3.463 -0.042
```

Relative energy (zero: lowest compared OMol25 entry of this formula, charge and spin) = 6.1 kJ/mol
HOMO (spin up / spin down) = -2.2 / -1.7 eV
LUMO (spin up / spin down) = 4.403 / 4.403 eV
Total charge = -2
Spin multiplicity = 2
Frontier orbital gap (spin up / spin down) = 0.2436 / 0.2261 Eh
Energy = -3348.9557 Ha

***

6.
# C3H11N2

The ion C3H11N2 with charge +1 (ωB97M-V/def2-TZVPD, OMol25).

Geometry as XYZ:
```
16
C3H11N2 (ωB97M-V/def2-TZVPD)
C -2.030 -0.343 -0.969
N -0.559 -0.480 -0.887
C 0.153 0.692 -0.419
C 0.542 0.433 1.065
N 1.847 -0.372 1.067
H -2.476 -0.063 -0.019
H -2.384 -1.300 -1.337
H -2.274 0.435 -1.702
H -0.218 -0.900 -1.738
H -0.439 1.600 -0.504
H 1.063 0.886 -1.000
H -0.216 -0.135 1.584
H 0.755 1.384 1.542
H 1.480 -1.316 1.221
H 2.374 -0.376 0.192
H 2.382 -0.145 1.905
```

Relative energy (zero: lowest compared OMol25 entry of this formula, charge and spin) = 107.9 kJ/mol
HOMO = -13.0 eV
LUMO = -3.621 eV
Total charge = +1
SMILES string = CNCC[NH3+]
Spin multiplicity = 1
Frontier orbital gap = 0.3436 Eh
Energy = -230.1413 Ha

***

7.
# C32H26BF4N4O6PRuSSbSe4

A structure of composition C32H26BF4N4O6PRuSSbSe4 (ωB97M-V/def2-TZVPD, OMol25).

Geometry as XYZ:
```
81
C32H26BF4N4O6PRuSSbSe4 (ωB97M-V/def2-TZVPD)
Ru 0.144 1.404 0.275
O 0.408 -0.921 1.099
C 1.316 -1.809 1.331
C 1.185 -2.695 2.429
C 2.117 -3.672 2.684
C 3.241 -3.813 1.864
C 3.378 -2.967 0.779
C 2.426 -1.991 0.475
C 2.555 -1.160 -0.721
N 1.889 -0.066 -1.051
C 2.381 0.339 -2.273
C 3.345 -0.517 -2.694
N 3.449 -1.468 -1.702
H 0.333 -2.545 3.082
H 1.996 -4.306 3.555
H 4.000 -4.555 2.078
H 4.266 -3.067 0.161
H 2.007 1.219 -2.766
H 3.944 -0.544 -3.587
H 4.023 -2.289 -1.718
O -2.841 2.403 2.018
S -2.933 2.795 0.627
O -3.618 4.035 0.364
O -1.637 2.698 -0.097
C -3.901 1.507 -0.147
C -5.175 1.833 -0.596
C -6.009 0.852 -1.104
C -5.573 -0.465 -1.151
C -4.296 -0.780 -0.718
C -3.431 0.198 -0.226
P -1.728 -0.343 0.276
C -2.196 -1.357 1.715
C -2.299 -2.743 1.718
C -2.662 -3.414 2.878
C -2.926 -2.709 4.042
C -2.851 -1.324 4.036
C -2.499 -0.647 2.878
C -1.295 -1.381 -1.165
C -0.540 -2.551 -1.068
C -0.118 -3.210 -2.212
C -0.418 -2.695 -3.467
C -1.136 -1.515 -3.570
C -1.578 -0.865 -2.427
H -5.487 2.866 -0.531
H -7.000 1.115 -1.457
H -6.219 -1.246 -1.535
H -3.955 -1.807 -0.779
H -2.104 -3.315 0.822
H -2.722 -4.496 2.871
H -3.180 -3.237 4.953
H -3.043 -0.761 4.939
H -2.458 0.436 2.876
H -0.229 -2.922 -0.104
H 0.476 -4.111 -2.115
H -0.065 -3.199 -4.359
H -1.325 -1.061 -4.533
H -2.103 0.075 -2.531
F -0.643 1.455 -4.245
B -0.228 2.417 -3.319
F -0.145 1.743 -2.017
F 1.068 2.860 -3.642
F -1.115 3.463 -3.248
Se 0.742 -0.886 5.838
Sb 1.696 0.968 4.690
Se 3.824 -0.154 4.045
Se 1.755 3.226 5.400
Se 0.199 1.685 2.518
C 3.008 5.058 -2.113
N 3.118 3.981 -1.145
C 4.315 3.458 -0.757
C 4.400 2.497 0.172
C 3.179 1.935 0.747
O 3.206 1.048 1.596
N 1.999 2.435 0.254
C 1.930 3.534 -0.563
O 0.885 4.108 -0.795
H 3.961 5.148 -2.633
H 2.766 6.002 -1.622
H 2.219 4.818 -2.822
H 5.185 3.877 -1.246
H 5.348 2.089 0.484
```

Relative energy (zero: lowest compared OMol25 entry of this formula, charge and spin) = 62.3 kJ/mol
HOMO (spin up / spin down) = -2.7 / -2.7 eV
LUMO (spin up / spin down) = 3.414 / 2.718 eV
Total charge = -2
Spin multiplicity = 6
Frontier orbital gap (spin up / spin down) = 0.2259 / 0.2007 Eh
Energy = -13010.6051 Ha

***

8.
# C4H11S

A cluster of 2 separate species, C4H11S in total (ωB97M-V/def2-TZVPD, OMol25).

Geometry as XYZ:
```
16
C4H11S (ωB97M-V/def2-TZVPD)
C 2.954 -1.356 0.971
C 2.011 -0.616 1.940
H 2.775 -1.146 -0.078
H 3.986 -1.299 1.306
H 2.704 -2.422 1.095
H 1.901 0.422 1.617
H 2.490 -0.457 2.917
H 1.091 -1.157 2.119
C -3.233 1.267 -1.380
C -1.833 0.667 -1.503
S -0.562 1.593 -2.453
H -3.784 0.952 -0.486
H -3.221 2.362 -1.367
H -3.873 0.991 -2.225
H -1.458 0.506 -0.487
H -1.950 -0.307 -1.986
```

Relative energy (zero: lowest compared OMol25 entry of this formula, charge and spin) = 88.2 kJ/mol
HOMO = -2.1 eV
LUMO = 3.609 eV
Total charge = -1
Spin multiplicity = 1
Frontier orbital gap = 0.2099 Eh
Energy = -557.1892 Ha

***

9.
# C10H35N10O11

A structure of composition C10H35N10O11 (ωB97M-V/def2-TZVPD, OMol25).

Geometry as XYZ:
```
66
C10H35N10O11 (ωB97M-V/def2-TZVPD)
N -0.232 0.764 1.363
O -0.946 1.749 1.101
O 0.653 0.913 2.272
O -0.383 -0.290 0.741
C 2.137 -1.547 1.719
O 3.030 -2.323 2.074
N 1.019 -1.874 1.189
N 2.246 -0.233 1.828
H 0.400 -1.092 1.030
H 0.702 -2.833 1.169
H 1.439 0.338 1.622
H 3.078 0.113 2.284
C -2.674 1.999 -1.098
O -3.232 2.040 -2.189
N -3.352 1.970 0.056
N -1.390 2.006 -0.941
H -2.867 1.791 0.924
H -4.346 1.795 0.051
H -0.714 2.038 -1.691
H -1.075 1.816 -0.001
C 1.640 0.495 -1.371
O 2.227 1.118 -2.195
N 2.050 -0.551 -0.734
N 0.402 0.732 -1.175
H 1.344 -1.113 -0.279
H 2.958 -0.922 -0.973
H 0.009 1.563 -1.594
H -0.059 0.302 -0.386
C -0.499 2.476 4.816
O -0.371 3.477 4.115
N -0.472 2.437 6.090
N -0.759 1.302 4.258
H -0.151 3.256 6.586
H -0.533 1.557 6.581
H -0.951 0.438 4.744
H -0.743 1.316 3.248
C 1.254 -1.097 -4.590
O 2.004 -2.306 -4.324
C 2.398 -2.291 -2.940
C 1.257 -3.050 -2.130
N 0.117 -2.162 -1.979
C -0.589 -2.515 -0.735
C -1.733 -1.585 -0.554
O -2.867 -1.722 -1.447
C -2.786 -0.895 -2.508
H 0.688 -1.279 -5.504
H 1.827 -0.204 -4.838
H 0.501 -0.803 -3.858
H 2.683 -1.279 -2.651
H 3.322 -2.827 -2.721
H 1.596 -3.296 -1.124
H 0.943 -3.996 -2.570
H 0.263 -1.170 -2.094
H 0.124 -2.448 0.086
H -0.969 -3.533 -0.822
H -1.410 -0.546 -0.616
H -2.159 -1.746 0.437
H -1.878 -0.925 -3.109
H -3.082 0.152 -2.440
H -3.518 -1.190 -3.259
O -1.136 3.328 2.345
H -1.032 2.417 2.067
H -0.822 3.341 3.249
O 2.049 2.098 0.845
H 1.250 1.651 1.125
H 2.118 2.854 1.427
```

Relative energy (zero: lowest compared OMol25 entry of this formula, charge and spin) = 1871.1 kJ/mol
HOMO = -5.4 eV
LUMO = 0.652 eV
Total charge = -1
Spin multiplicity = 1
Frontier orbital gap = 0.2224 Eh
Energy = -1776.4364 Ha